(1)
This record from the OMol25 dataset describes a cluster of 5 separate species, C41H60ClF3IO18P in total. The level of theory is ωB97M-V with the def2-TZVPD basis set.

Last column: Mulliken charge in e.
Cartesian coordinates (Å):
C 0.179 2.127 8.064  -1.09
C 0.509 2.838 6.676  -0.19
O 1.282 1.895 5.872  -0.38
P 1.239 2.399 4.263  0.82
O 0.988 3.873 4.289  -0.79
C -0.186 1.451 3.513  0.26
C -0.190 -0.081 3.937  -0.77
C -1.366 -0.905 3.273  -1.06
C -1.199 -1.160 1.725  0.62
C 0.294 -1.022 1.242  0.02
C 0.831 0.045 0.416  0.68
C 2.241 -0.039 0.039  -1.45
C 3.128 -1.107 0.430  -0.74
C 2.602 -2.164 1.297  -0.76
C 1.206 -2.097 1.677  -0.34
O -1.470 -2.564 1.378  -0.51
C -1.423 -2.552 -0.052  0.45
O -0.868 -3.422 -0.641  -0.60
C -2.140 -1.238 -0.549  -1.21
I -4.120 -2.026 -1.164  0.10
C -1.624 -0.476 -1.817  -0.19
C -0.966 -1.393 -2.911  -0.82
C -0.373 -0.519 -4.076  0.93
F 0.931 -0.134 -3.789  -0.28
F -0.276 -1.236 -5.256  -0.29
F -1.108 0.615 -4.338  -0.28
C -2.339 -0.456 0.843  1.87
Cl -3.877 -1.241 1.516  -0.14
C -2.464 1.104 0.867  -0.26
C -3.927 1.547 0.418  -0.95
C -4.003 3.119 0.145  -0.74
C -3.926 3.815 1.571  -0.25
O -4.659 5.058 1.593  -0.45
C -3.736 6.093 1.210  -0.55
O 2.696 1.957 3.635  -0.38
C 3.072 2.741 2.477  0.39
C 4.567 3.252 2.643  -1.23
H -0.071 2.950 8.781  0.36
H 1.009 1.466 8.404  0.27
H -0.765 1.542 7.875  0.24
H 1.112 3.758 6.862  0.34
H -0.491 3.061 6.218  0.25
H -1.111 1.891 3.988  0.42
H -0.259 1.584 2.407  -0.19
H -0.419 -0.072 5.042  0.51
H 0.813 -0.565 3.844  0.34
H -2.313 -0.372 3.541  0.35
H -1.425 -1.907 3.785  0.32
H 0.193 0.888 0.086  0.14
H 2.649 0.763 -0.622  0.59
H 4.185 -1.098 0.067  0.42
H 3.299 -2.987 1.632  0.50
H 0.832 -2.919 2.335  0.38
H -2.530 -0.011 -2.298  0.45
H -0.926 0.370 -1.605  0.27
H -0.120 -2.023 -2.551  0.34
H -1.790 -1.989 -3.391  0.19
H -1.695 1.645 0.264  0.43
H -2.389 1.411 1.947  0.03
H -4.222 0.982 -0.504  0.30
H -4.660 1.366 1.249  0.37
H -3.211 3.470 -0.559  0.37
H -5.049 3.305 -0.222  0.31
H -2.861 3.943 1.911  0.24
H -4.421 3.174 2.356  0.24
H -4.295 7.040 0.987  0.26
H -3.165 5.748 0.308  0.25
H -2.990 6.247 2.040  0.24
H 3.095 2.034 1.604  -0.24
H 2.357 3.555 2.209  0.42
H 4.635 4.338 2.881  0.29
H 5.102 3.033 1.676  0.34
H 5.055 2.593 3.408  0.30
C -7.917 -3.695 5.980  -1.48
C -7.360 -2.645 5.047  0.48
C -7.559 -2.950 3.589  -0.53
O -6.470 -2.248 2.986  -0.28
C -5.480 -2.184 3.917  0.60
O -4.364 -1.832 3.687  -0.47
O -5.932 -2.579 5.139  -0.39
H -9.008 -3.706 5.950  0.39
H -7.551 -4.690 5.715  0.35
H -7.594 -3.506 7.005  0.36
H -7.758 -1.660 5.311  0.26
H -8.513 -2.586 3.209  0.30
H -7.459 -4.012 3.349  0.32
C 0.577 1.595 -6.183  -1.26
C 0.487 2.825 -7.055  0.62
C 0.906 2.600 -8.481  -0.42
O 1.341 3.903 -8.875  -0.37
C 1.765 4.535 -7.745  0.64
O 2.362 5.563 -7.731  -0.54
O 1.418 3.828 -6.632  -0.38
H -0.169 0.857 -6.470  0.39
H 1.566 1.136 -6.251  0.10
H 0.428 1.859 -5.141  0.31
H -0.519 3.254 -6.994  0.35
H 0.087 2.257 -9.112  0.35
H 1.748 1.909 -8.583  0.26
C 4.819 2.657 -7.601  -1.51
C 4.693 1.265 -7.029  1.12
C 5.859 0.840 -6.181  -0.42
O 5.827 -0.581 -6.317  -0.33
C 5.258 -0.848 -7.526  0.62
O 5.242 -1.918 -8.042  -0.53
O 4.711 0.279 -8.066  -0.36
H 4.747 3.412 -6.816  0.35
H 5.770 2.785 -8.121  0.45
H 4.033 2.840 -8.337  0.25
H 3.746 1.166 -6.489  -0.29
H 5.749 1.133 -5.137  0.33
H 6.822 1.201 -6.554  0.28
C 3.445 -8.071 -0.201  -1.46
C 4.078 -7.273 0.914  0.51
C 3.199 -6.188 1.469  -0.46
O 4.156 -5.248 1.963  -0.31
C 5.283 -5.406 1.210  0.67
O 6.211 -4.663 1.225  -0.54
O 5.201 -6.524 0.438  -0.35
H 2.624 -8.685 0.174  0.38
H 3.060 -7.415 -0.985  0.35
H 4.184 -8.721 -0.673  0.36
H 4.433 -7.946 1.702  0.26
H 2.551 -6.540 2.271  0.34
H 2.588 -5.690 0.709  0.26

Computed properties:
Frontier orbital gap ... 8.0 eV
E_LUMO ... -0.449 eV
HOMO energy ... -0.309 hartree

(2)
This record from the OMol25 dataset describes a structure of composition C41H60F13N8O5S4. The level of theory is ωB97M-V with the def2-TZVPD basis set.

Last column: Mulliken charge in e.
Cartesian coordinates (Å):
C 4.191 -0.187 2.327  -0.13
C 2.549 -0.275 2.325  -0.07
O 1.980 0.695 3.101  -0.58
N 1.683 -1.355 1.726  0.85
C 2.260 -2.530 2.367  -0.75
C 1.351 -1.269 0.274  0.82
C 2.705 -1.739 -0.509  -0.80
C 3.286 -0.839 -1.731  1.20
C 4.959 -0.967 -1.798  -0.80
S 5.872 0.208 -0.691  -0.11
C 5.332 1.988 -0.876  -0.06
S 4.800 2.703 -2.322  -0.03
N 5.427 2.851 0.401  0.15
C 4.359 3.639 1.127  -0.20
C 5.249 4.202 2.383  -0.33
N 6.717 3.742 2.351  -0.49
C 6.812 2.880 1.082  -0.06
C 0.975 0.352 0.091  -1.86
C -0.019 0.851 -1.105  1.50
C -1.323 1.560 -0.309  -1.74
O -2.124 2.487 -1.086  -0.27
C -3.115 3.120 -0.154  -0.11
O -4.169 2.198 0.294  -0.39
C -4.038 1.840 1.715  0.77
C -4.313 3.063 2.772  -0.46
O -2.987 3.362 3.407  -0.47
C 0.735 2.216 -1.716  -1.14
O 0.188 2.804 -2.912  -0.13
C 0.610 4.194 -3.135  0.80
F 1.889 4.576 -2.496  -0.19
F 0.842 4.319 -4.623  -0.23
F -0.520 5.143 -2.846  -0.23
C -0.460 -0.248 -2.200  1.01
S 0.596 -0.281 -3.802  -0.38
C -1.950 -0.061 -2.920  0.46
F -3.116 -0.263 -2.052  -0.19
F -2.034 -1.166 -3.955  -0.32
F -2.101 1.162 -3.733  -0.16
C -0.314 -1.811 -1.622  -0.44
S 0.528 -2.867 -2.899  -0.10
N 0.056 -1.973 -0.176  -0.11
C -0.226 -3.344 0.398  0.94
F 0.963 -4.288 0.311  -0.35
F -1.081 -4.223 -0.519  -0.33
C -1.097 -3.461 1.752  0.70
F -0.642 -4.770 2.375  -0.23
F -2.541 -3.774 1.396  -0.33
C -1.165 -2.419 2.932  0.39
F -2.545 -2.571 3.563  -0.26
F -0.310 -2.693 4.153  -0.23
F -1.091 -0.971 2.718  -0.06
H 4.514 0.802 1.793  -0.37
H 4.506 -0.060 3.472  0.46
H 4.738 -1.154 1.959  0.31
H 1.538 -3.450 2.611  0.16
H 3.208 -3.047 1.882  0.25
H 2.644 -2.227 3.461  0.48
H 3.681 -1.822 0.178  0.29
H 2.620 -2.847 -0.952  0.17
H 3.077 0.296 -1.719  -1.32
H 2.982 -1.394 -2.743  0.27
H 5.263 -0.758 -2.920  0.49
H 5.224 -2.108 -1.588  0.40
H 3.230 3.747 0.836  0.38
H 4.846 4.864 3.270  0.33
H 7.761 2.306 0.698  0.29
H 0.366 0.582 1.094  0.40
H 1.971 0.996 0.014  0.10
H -1.941 0.646 0.134  0.00
H -0.954 2.208 0.626  0.87
H -2.554 3.690 0.700  0.13
H -3.662 3.958 -0.801  0.27
H -4.848 0.994 1.938  -0.03
H -2.993 1.332 1.962  -0.09
H -4.803 4.010 2.282  0.22
H -4.967 2.606 3.659  0.31
H -2.475 4.023 2.853  0.22
H 1.885 2.083 -1.869  -0.24
H 0.633 3.029 -0.845  0.33
H 1.754 0.489 -3.641  0.26
H -1.466 -2.136 -1.679  0.84
H -0.228 -4.035 -3.095  0.24
H -0.700 -1.387 0.302  0.10
C -7.514 -3.611 0.507  -1.24
C -6.385 -4.220 1.332  -0.15
C -6.276 -3.613 2.733  -0.35
C -5.998 -2.123 2.626  0.28
N -5.766 -0.886 2.537  -0.65
H -7.355 -2.542 0.333  0.34
H -7.572 -4.094 -0.473  0.36
H -8.480 -3.739 1.009  0.31
H -5.439 -4.085 0.794  0.01
H -6.552 -5.299 1.422  0.39
H -5.463 -4.092 3.288  0.28
H -7.206 -3.767 3.292  0.35
C -0.404 -7.030 0.726  -0.55
C -0.158 -8.316 -0.057  -0.64
C -0.027 -9.546 0.844  -0.44
C 1.150 -9.367 1.789  0.25
N 2.126 -9.218 2.574  -0.47
H 0.433 -6.797 1.392  0.35
H -0.519 -6.185 0.041  -0.13
H -1.315 -7.107 1.330  0.35
H 0.752 -8.197 -0.658  0.29
H -0.988 -8.471 -0.756  0.36
H 0.134 -10.442 0.235  0.33
H -0.941 -9.693 1.430  0.29
C 1.647 4.085 -8.442  -1.07
C 1.310 2.868 -9.298  -0.48
C 1.027 1.616 -8.465  -0.20
C 2.254 1.258 -7.643  0.24
N 3.271 0.961 -6.960  -0.56
H 2.560 3.929 -7.859  0.34
H 1.813 4.961 -9.077  0.34
H 0.830 4.316 -7.749  0.25
H 2.142 2.677 -9.986  0.30
H 0.431 3.097 -9.911  0.32
H 0.777 0.776 -9.123  0.32
H 0.178 1.784 -7.793  0.25
C 0.231 6.128 6.492  -1.10
C -0.753 7.137 5.907  -0.51
C -1.536 6.583 4.715  -0.20
C -0.574 6.200 3.603  0.24
N 0.225 5.883 2.680  -0.55
H 0.999 5.845 5.766  0.32
H 0.746 6.557 7.358  0.33
H -0.287 5.220 6.819  0.30
H -0.201 8.036 5.605  0.30
H -1.458 7.440 6.689  0.32
H -2.235 7.338 4.342  0.35
H -2.114 5.701 5.011  0.26

Computed properties:
Total charge ... +1
Frontier orbital gap ... 5.6 eV
E_LUMO ... -4.895 eV
HOMO energy ... -0.385 hartree